The following is a DFT calculation (the ωB97M-V functional and the def2-TZVPD basis) of the ion C26H31N4 with charge +1 in a non-equilibrium geometry.

Output
**Lowest unoccupied orbital energy**: -2.263 eV
**Energy**: -33417.9119 eV
**F_max**: 3.02 eV/Å
**Charge**: +1
**Relative energy (zero: lowest compared OMol25 entry of this formula, charge and spin)**: 192.3 kJ/mol
**HOMO-LUMO gap**: 7.66 eV

Last column: Mulliken charge in e.
Atoms and positions in Å:
1 C 2.37 3.28 4.70  -0.906
2 N 1.18 2.48 4.96  0.071
3 C 0.55 2.75 6.23  -1.076
4 C 0.60 1.66 4.02  1.133
5 C 1.38 1.14 2.94  -1.303
6 C 0.83 0.21 2.04  -0.642
7 C -0.53 -0.10 2.02  -0.012
8 C -1.06 -1.19 0.96  2.366
9 C -2.60 -1.35 1.12  -1.227
10 C -2.88 -2.72 1.13  0.537
11 C -4.18 -3.21 1.00  0.061
12 C -5.21 -2.28 0.82  -0.865
13 C -4.95 -0.89 0.93  -1.043
14 C -3.64 -0.44 1.15  0.012
15 C -1.60 -3.48 1.22  0.026
16 C -0.55 -2.60 1.36  -0.261
17 C 0.70 -3.00 1.76  -0.459
18 C 0.91 -4.37 1.86  -0.960
19 C -0.13 -5.28 1.65  -0.849
20 C -1.41 -4.84 1.35  -0.597
21 C -1.30 0.40 3.09  -0.426
22 C -0.76 1.28 4.06  -0.955
23 H 3.05 2.78 4.01  0.302
24 H 2.11 4.27 4.29  0.304
25 H 2.87 3.43 5.66  0.323
26 H 0.24 1.84 6.74  0.386
27 H 1.29 3.25 6.85  0.297
28 H -0.31 3.42 6.16  0.336
29 H 2.45 1.36 2.84  0.086
30 H 1.47 -0.28 1.31  0.465
31 H -4.32 -4.30 1.04  0.404
32 H -6.22 -2.65 0.67  0.438
33 H -5.79 -0.21 0.88  0.429
34 H -3.46 0.63 1.29  0.602
35 H 1.49 -2.30 1.98  0.448
36 H 1.88 -4.73 2.17  0.444
37 H 0.04 -6.35 1.74  0.418
38 H -2.30 -5.47 1.31  0.404
39 H -2.35 0.16 3.20  0.545
40 H -1.40 1.64 4.88  0.405
41 C -1.26 -2.78 -3.81  -1.091
42 N -1.37 -2.34 -2.41  0.051
43 C -2.57 -2.88 -1.76  -0.900
44 C -0.62 -1.40 -1.84  0.607
45 N -0.71 -0.95 -0.51  0.211
46 N 0.30 -0.82 -2.69  0.112
47 C 1.29 -1.61 -3.40  -1.091
48 C 0.67 0.58 -2.64  -1.206
49 H -1.00 -1.94 -4.47  0.470
50 H -0.53 -3.61 -3.91  0.313
51 H -2.24 -3.19 -4.14  0.357
52 H -3.04 -2.12 -1.13  0.067
53 H -3.31 -3.14 -2.55  0.561
54 H -2.32 -3.81 -1.21  0.243
55 H -0.11 -0.15 -0.39  0.357
56 H 1.86 -2.23 -2.70  0.349
57 H 0.89 -2.25 -4.18  0.354
58 H 2.00 -0.94 -3.89  0.392
59 H -0.17 1.25 -2.47  0.343
60 H 1.44 0.75 -1.89  0.432
61 H 1.10 0.85 -3.61  0.407

The following is a DFT calculation (the ωB97M-V functional and the def2-TZVPD basis) of a structure of composition C21H20Cl5IrO in a non-equilibrium geometry.

Output
**Lowest unoccupied orbital energy (alpha / beta)**: 2.653 / 2.331 eV
**Energy**: -89590.4403 eV
**F_max**: 3.15 eV/Å
**Charge**: -1
**HOMO-LUMO gap (alpha / beta)**: 2.60 / 6.58 eV
**Spin multiplicity**: 6
**⟨S²⟩**: 8.794

Last column: Mulliken charge in e.
Atoms and positions in Å:
1 Ir -0.06 0.63 0.37  1.429
2 C 1.56 2.68 -0.14  -0.605
3 C 1.61 1.73 0.93  -0.593
4 C 2.01 0.41 0.33  -0.570
5 H 1.76 1.96 1.98  0.848
6 C 2.36 0.72 -1.05  -1.426
7 C 2.04 2.06 -1.32  -0.906
8 H 2.16 2.54 -2.28  0.375
9 H 1.30 3.74 -0.05  0.454
10 H 2.45 -0.38 0.92  0.838
11 H 2.89 0.00 -1.67  1.087
12 C -1.75 1.91 -0.17  -1.114
13 C -1.15 2.48 -1.35  -0.899
14 C -1.05 1.46 -2.35  -0.835
15 H -0.85 3.51 -1.47  0.428
16 C -1.56 0.23 -1.82  -0.618
17 C -1.98 0.46 -0.43  -0.797
18 H -2.62 -0.16 0.16  0.979
19 H -2.15 2.46 0.67  1.026
20 H -0.71 1.58 -3.36  0.453
21 H -1.69 -0.67 -2.37  0.859
22 O 0.23 -1.32 -0.91  -0.505
23 C 0.44 -2.37 -2.13  1.117
24 C 1.07 -3.27 -1.01  -0.838
25 C 1.43 -1.89 -3.20  -1.413
26 C -0.81 -3.05 -2.73  -1.677
27 C 0.43 -2.43 0.05  -0.473
28 H 2.16 -3.07 -0.93  0.316
29 H 0.74 -4.28 -0.94  0.422
30 H -0.61 -2.77 0.36  0.103
31 H 1.03 -2.21 0.92  0.374
32 H 2.20 -2.62 -3.56  0.277
33 H 1.96 -1.06 -2.75  0.123
34 H 0.84 -1.55 -4.06  0.364
35 H -0.72 -4.10 -3.11  0.249
36 H -1.11 -2.47 -3.65  0.368
37 H -1.59 -3.00 -1.99  0.446
38 Cl -0.42 3.61 2.11  -0.152
39 C -0.65 2.15 2.98  0.607
40 C -0.68 0.91 2.35  -0.891
41 C -1.26 -0.11 3.07  0.406
42 Cl -1.80 -1.51 2.23  -0.220
43 C -1.44 -0.03 4.47  0.218
44 Cl -1.92 -1.41 5.35  -0.233
45 C -1.20 1.16 5.16  -0.090
46 Cl -1.39 1.29 6.84  -0.216
47 C -0.84 2.28 4.39  0.135
48 Cl -0.61 3.78 5.15  -0.230

The following is a DFT calculation (the ωB97M-V functional and the def2-TZVPD basis) of a structure of composition C3H8Cl2Si in a non-equilibrium geometry.

Output
**Lowest unoccupied orbital energy**: 0.284 eV
**Energy**: -36160.4507 eV
**F_max**: 5.59 eV/Å
**Relative energy (zero: lowest compared OMol25 entry of this formula, charge and spin)**: 514.8 kJ/mol
**HOMO-LUMO gap**: 8.45 eV

Last column: Mulliken charge in e.
Atoms and positions in Å:
1 C -0.91 1.22 0.86  -1.180
2 C -1.25 -1.68 0.28  -0.445
3 C 2.19 -0.96 -0.83  -0.717
4 Si -0.44 -0.11 -0.43  0.538
5 Cl -2.94 -1.37 0.06  -0.178
6 Cl 2.73 -1.47 0.79  -0.196
7 H -1.67 0.92 1.56  0.345
8 H -0.14 1.71 1.40  0.390
9 H -1.36 1.99 0.33  0.367
10 H -1.04 -1.90 1.40  0.301
11 H -0.89 -2.55 -0.35  0.296
12 H 2.11 -1.73 -1.47  0.327
13 H 2.87 -0.12 -1.15  0.268
14 H -0.64 0.51 -1.67  -0.117

The following is a DFT calculation (the ωB97M-V functional and the def2-TZVPD basis) of a cluster of 2 separate species, C8H15N in total in a non-equilibrium geometry.

Output
**Lowest unoccupied orbital energy**: 0.638 eV
**Energy**: -10026.7362 eV
**F_max**: 1.80 eV/Å
**Relative energy (zero: lowest compared OMol25 entry of this formula, charge and spin)**: 254.6 kJ/mol
**HOMO-LUMO gap**: 9.75 eV

Last column: Mulliken charge in e.
Atoms and positions in Å:
1 C 0.84 -1.04 -0.47  0.906
2 C 1.55 -2.27 0.11  -1.582
3 C -0.30 -1.47 -1.40  -1.499
4 C 0.38 -0.24 0.71  -0.410
5 C 1.16 0.39 1.56  -0.875
6 H 1.56 -0.45 -1.05  0.206
7 H -0.70 -0.34 0.96  0.481
8 H 2.43 -1.97 0.68  0.377
9 H 0.88 -2.82 0.76  0.393
10 H -0.71 -0.61 -1.91  0.305
11 H 0.08 -2.17 -2.14  0.410
12 H 1.88 -2.93 -0.69  0.406
13 H -1.09 -1.95 -0.83  0.326
14 H 0.86 0.64 2.57  0.296
15 H 2.14 0.78 1.31  0.303
16 C -0.36 1.78 -0.37  -0.048
17 C -1.72 1.39 0.01  -0.052
18 C -2.37 1.99 1.01  -0.756
19 N 0.05 1.56 -1.56  -0.583
20 H 0.84 2.13 -1.86  0.225
21 H 0.12 2.47 0.34  0.338
22 H -2.21 0.68 -0.64  0.310
23 H -1.89 2.70 1.65  0.251
24 H -3.40 1.76 1.24  0.273

The following is a DFT calculation (the ωB97M-V functional and the def2-TZVPD basis) of a cluster of 4 separate species, C25H26F6N3O in total in a non-equilibrium geometry.

Output
**Lowest unoccupied orbital energy**: -3.432 eV
**Energy**: -49160.1364 eV
**F_max**: 6.55 eV/Å
**Charge**: +1
**Relative energy (zero: lowest compared OMol25 entry of this formula, charge and spin)**: 257.9 kJ/mol
**HOMO-LUMO gap**: 7.96 eV

Last column: Mulliken charge in e.
Atoms and positions in Å:
1 C 1.03 -2.92 1.46  -1.068
2 C 0.89 -1.85 0.29  0.463
3 N 1.78 -1.78 -0.85  0.134
4 N 1.39 -0.74 -1.63  -0.516
5 C 0.26 -0.11 -1.05  -0.395
6 N -0.10 -0.82 0.19  0.694
7 C -1.26 -0.50 1.10  -0.611
8 C -2.60 -0.90 0.25  0.316
9 O -3.41 -1.92 0.87  -0.406
10 C -2.78 -3.21 0.85  -0.098
11 C -3.09 -4.09 -0.45  0.855
12 F -4.03 -3.53 -1.33  -0.217
13 F -1.82 -4.32 -1.11  -0.265
14 F -3.52 -5.38 0.00  -0.280
15 H 1.13 -3.98 1.04  0.382
16 H 1.93 -2.62 2.10  0.369
17 H 0.11 -2.86 2.15  0.276
18 H 2.56 -2.44 -1.02  0.257
19 H -0.35 0.77 -1.45  0.471
20 H -1.23 -1.11 2.07  0.387
21 H -1.30 0.63 1.36  0.007
22 H -2.28 -1.15 -0.82  -0.295
23 H -3.23 0.05 0.20  0.311
24 H -1.65 -3.20 0.99  -0.237
25 H -3.20 -3.80 1.75  0.372
26 F -1.21 2.77 -0.84  -0.378
27 C -0.53 3.58 0.00  0.320
28 C 0.77 3.95 -0.30  -0.307
29 C 1.46 4.79 0.56  -0.490
30 C 0.84 5.25 1.73  -0.524
31 C -0.46 4.87 2.02  -0.477
32 C -1.16 4.04 1.15  -0.295
33 H 1.23 3.58 -1.21  0.466
34 H 2.48 5.09 0.33  0.409
35 H 1.39 5.90 2.40  0.426
36 H -0.94 5.22 2.93  0.397
37 H -2.18 3.74 1.36  0.451
38 F -0.81 0.05 -4.22  -0.251
39 C -1.47 -1.06 -4.59  0.024
40 C -1.74 -1.27 -5.93  -0.527
41 C -2.42 -2.42 -6.32  -0.450
42 C -2.83 -3.34 -5.36  -0.691
43 C -2.56 -3.12 -4.02  -0.267
44 C -1.87 -1.97 -3.63  1.142
45 H -1.42 -0.54 -6.67  0.438
46 H -2.64 -2.60 -7.37  0.373
47 H -3.37 -4.24 -5.66  0.405
48 H -2.88 -3.83 -3.27  0.188
49 H -1.64 -1.79 -2.59  -0.297
50 F 1.52 1.59 2.77  -0.214
51 C 2.79 1.84 3.16  0.455
52 C 3.84 1.43 2.35  -0.296
53 C 5.15 1.69 2.75  -0.484
54 C 5.39 2.35 3.95  -0.511
55 C 4.32 2.76 4.75  -0.442
56 C 3.02 2.50 4.35  -0.476
57 H 3.63 0.91 1.42  0.408
58 H 5.98 1.39 2.12  0.378
59 H 6.41 2.56 4.26  0.375
60 H 4.51 3.27 5.69  0.383
61 H 2.18 2.82 4.96  0.428

The following is a DFT calculation (the ωB97M-V functional and the def2-TZVPD basis) of an isolated molecule of C9H18ClN in a non-equilibrium geometry.

Output
**Lowest unoccupied orbital energy**: 0.955 eV
**Energy**: -23635.2552 eV
**F_max**: 4.44 eV/Å
**HOMO-LUMO gap**: 10.13 eV

Last column: Mulliken charge in e.
Atoms and positions in Å:
1 C 0.29 0.56 -1.06  -0.858
2 C -1.88 -1.58 0.68  -1.328
3 C 1.15 -1.97 -2.79  -1.132
4 C 0.21 3.02 1.26  -1.284
5 C 1.36 0.92 2.19  -1.689
6 C -2.07 -0.96 -0.74  -0.727
7 C -0.10 -1.95 -1.80  -0.817
8 C 1.02 1.71 0.89  0.414
9 C -0.84 -0.66 -1.63  1.263
10 N 0.08 0.92 0.11  -0.046
11 Cl -1.35 -0.13 -3.19  -0.196
12 H 1.15 0.92 -1.71  0.289
13 H -2.65 -1.29 1.31  0.433
14 H -1.74 -2.57 0.70  0.442
15 H -1.07 -1.07 1.23  0.202
16 H 1.67 -3.04 -2.81  0.312
17 H 0.80 -1.65 -3.78  0.339
18 H 1.95 -1.22 -2.57  0.270
19 H -0.87 2.60 1.12  0.319
20 H 0.34 3.29 2.29  0.351
21 H 0.51 3.87 0.67  0.303
22 H 0.51 1.04 2.75  0.444
23 H 2.09 1.54 2.73  0.419
24 H 1.85 0.01 2.19  0.428
25 H -2.75 -1.64 -1.35  0.396
26 H -2.70 0.01 -0.53  0.275
27 H 0.27 -2.32 -0.82  0.305
28 H -0.75 -2.79 -2.16  0.377
29 H 1.90 1.94 0.27  0.495